66
Properties=species:S:1:pos:R:3:mulliken_spin:R:1 method="wB97M-V/def2-TZVPD" total_charge=+4 e_above_lowest_ev=4.018 e_tot_ha=-11506.7455 multiplicity=2
Ir 0.126 0.040 0.373 0.11
Se 1.776 1.097 2.716 -0.15
Se 2.840 -0.808 1.921 0.04
C 3.308 -0.138 0.146 0.00
C 4.625 -0.124 -0.277 0.00
C 4.884 0.272 -1.587 0.00
C 3.822 0.638 -2.400 0.00
C 2.535 0.612 -1.873 -0.01
N 2.280 0.223 -0.627 -0.04
C 0.181 0.278 3.494 -0.03
C -0.104 0.354 4.844 0.01
C -1.304 -0.196 5.283 0.00
C -2.142 -0.801 4.358 0.00
C -1.770 -0.821 3.021 0.00
N -0.630 -0.282 2.595 0.02
H 5.428 -0.405 0.388 0.00
H 5.899 0.296 -1.959 0.00
H 3.979 0.938 -3.427 0.00
H 1.685 0.912 -2.475 0.00
H 0.574 0.834 5.535 0.00
H -1.576 -0.144 6.328 0.00
H -3.078 -1.244 4.663 0.00
H -2.408 -1.269 2.270 0.00
Br -6.655 1.209 -0.240 0.00
C -4.786 0.847 -0.251 0.00
C -4.290 -0.438 -0.478 0.00
C -2.920 -0.625 -0.451 0.00
N -2.047 0.360 -0.247 0.04
C -2.508 1.617 -0.092 0.00
C -3.873 1.882 -0.057 0.00
C -1.494 2.685 -0.027 0.01
C -1.836 4.029 -0.153 0.00
C -0.833 4.996 -0.137 0.00
Br -1.276 6.843 -0.293 0.00
C 0.493 4.582 -0.013 0.00
C 0.745 3.227 0.091 0.00
N -0.211 2.301 0.102 -0.01
H -4.956 -1.264 -0.678 0.00
H -2.508 -1.608 -0.618 0.00
H -4.242 2.880 0.110 0.00
H -2.862 4.338 -0.274 0.00
H 1.301 5.295 0.000 0.00
H 1.766 2.879 0.171 0.00
C -0.020 -8.724 0.804 0.02
C 0.008 -7.317 0.401 0.05
C -0.258 -6.919 -0.917 0.19
C -0.274 -5.585 -1.306 0.11
C -0.613 -5.272 -2.714 -0.03
C 0.029 -4.574 -0.330 0.15
C 0.084 -3.193 -0.728 0.02
O 0.340 -2.231 0.009 0.02
C 0.270 -4.959 1.020 0.18
C 0.556 -3.957 2.079 0.00
C 0.274 -6.307 1.350 0.24
H -0.273 -9.393 -0.014 0.00
H -0.710 -8.885 1.641 0.00
H 0.949 -9.022 1.226 0.00
H -0.475 -7.680 -1.652 0.00
H -0.901 -6.174 -3.250 0.00
H 0.248 -4.851 -3.239 0.03
H -1.431 -4.557 -2.792 0.02
H -0.127 -3.014 -1.791 0.00
H 1.509 -3.465 1.872 0.03
H 0.614 -4.428 3.056 0.00
H -0.213 -3.185 2.097 0.02
H 0.503 -6.596 2.366 -0.04